{
  "formula": "C44H59BN11",
  "method": "wB97M-V/def2-TZVPD",
  "symbols": ["B", "H", "H", "H", "H", "N", "C", "C", "C", "C", "H", "H", "H", "H", "H", "N", "C", "C", "C", "C", "H", "H", "H", "H", "H", "N", "C", "C", "C", "C", "H", "H", "H", "H", "H", "N", "C", "C", "C", "C", "H", "H", "H", "H", "H", "N", "C", "C", "C", "C", "H", "H", "H", "H", "H", "N", "C", "C", "C", "C", "H", "H", "H", "H", "H", "N", "C", "C", "C", "C", "H", "H", "H", "H", "H", "N", "C", "C", "C", "C", "H", "H", "H", "H", "H", "N", "C", "C", "C", "C", "H", "H", "H", "H", "H", "N", "C", "C", "C", "C", "H", "H", "H", "H", "H", "N", "C", "C", "C", "C", "H", "H", "H", "H", "H"],
  "xyz": [[-23.066171, -0.263813, -13.950242], [-23.979082, -0.893046, -14.659377], [-23.532973, -0.606320, -12.869670], [-21.915415, -0.682534, -14.048367], [-23.047612, 0.939312, -14.139908], [-27.252857, 0.790024, -15.257687], [-26.956977, -0.305060, -16.090710], [-28.249696, -0.740311, -16.800055], [-29.230006, 0.324860, -16.292688], [-28.479443, 1.319882, -15.395051], [-26.437665, 1.261736, -14.677153], [-25.988224, -0.616344, -16.012726], [-28.677946, -1.525799, -17.532889], [-30.201684, 0.282308, -16.606953], [-28.861370, 2.179033, -14.856064], [-20.455559, 1.904260, -13.143088], [-20.511704, 2.789441, -12.111802], [-19.126530, 3.478086, -12.065366], [-18.375959, 2.982480, -13.188352], [-19.244242, 1.923186, -13.896398], [-21.138250, 1.437319, -13.457355], [-21.354451, 3.014686, -11.306412], [-18.844934, 4.507479, -11.558382], [-17.424687, 3.171388, -13.383286], [-19.120742, 1.309236, -14.799879], [-21.819992, -3.452480, -17.968639], [-21.960088, -4.493996, -18.729241], [-22.452687, -5.695707, -17.923531], [-22.777263, -5.123432, -16.661550], [-22.429013, -3.544027, -16.749435], [-21.285486, -2.783868, -18.408176], [-21.649727, -4.481521, -19.725864], [-22.522890, -6.807423, -18.180967], [-23.529769, -5.676057, -15.916490], [-22.684426, -2.863032, -16.077509], [-25.569782, 2.469681, -13.544622], [-25.427881, 3.431586, -14.568180], [-26.539961, 4.458019, -14.384208], [-27.354723, 3.964947, -13.080611], [-26.561736, 2.680180, -12.687962], [-24.899024, 1.805574, -13.196325], [-24.466906, 3.429200, -15.194598], [-26.752555, 5.343815, -14.807155], [-28.230156, 4.204449, -12.502603], [-26.693314, 1.868431, -11.846215], [-22.231150, 1.316230, -8.617297], [-23.049710, 1.500057, -9.654722], [-23.663212, 2.974510, -9.577647], [-23.217794, 3.522337, -8.244226], [-22.226244, 2.512031, -7.736217], [-21.634043, 0.478738, -8.531729], [-23.316190, 0.666074, -10.409572], [-24.199939, 3.450718, -10.244694], [-23.596307, 4.543631, -7.823233], [-21.612748, 2.477098, -6.981345], [-17.616522, -3.031823, -14.734004], [-16.490930, -2.445689, -14.126408], [-17.009691, -1.261283, -13.378922], [-18.532714, -1.368412, -13.538324], [-18.836233, -2.512816, -14.513694], [-17.358839, -4.013467, -15.351060], [-15.494896, -2.858236, -14.180328], [-16.466845, -0.394284, -12.893160], [-19.314356, -0.744854, -13.098803], [-19.733278, -2.845079, -14.963057], [-23.306079, 1.540212, -17.120646], [-22.711719, 2.717559, -17.402494], [-22.817766, 3.000915, -18.982947], [-23.544625, 1.742271, -19.412214], [-23.887991, 0.948927, -18.099021], [-23.122002, 1.257637, -16.136623], [-22.160777, 3.409455, -16.832790], [-22.519860, 3.739275, -19.640057], [-23.865629, 1.268298, -20.406785], [-24.316758, 0.070044, -18.050994], [-22.808111, -3.642109, -9.788929], [-22.289612, -3.931460, -8.509345], [-22.991851, -3.013494, -7.548619], [-23.889869, -2.133861, -8.351526], [-23.720821, -2.569631, -9.888465], [-22.516849, -4.208230, -10.685394], [-21.585496, -4.751207, -8.241307], [-22.808409, -3.148302, -6.445438], [-24.568270, -1.425151, -8.016294], [-24.150695, -1.869592, -10.784305], [-28.154097, -1.522287, -13.183413], [-26.991970, -1.960204, -12.584218], [-27.309534, -3.117353, -11.704183], [-28.783477, -3.367654, -11.861873], [-29.352049, -2.279448, -12.718151], [-28.118740, -0.829785, -13.732906], [-26.133688, -1.594872, -12.806657], [-26.643639, -3.788540, -11.002793], [-29.422253, -4.133192, -11.570926], [-30.294141, -2.099580, -12.977913], [-20.484904, -5.056470, -12.092722], [-21.259200, -4.203028, -12.895648], [-22.608670, -4.918017, -13.023184], [-22.553538, -6.161094, -12.087913], [-21.106378, -6.247230, -11.675151], [-19.448574, -5.001802, -12.011007], [-20.875959, -3.225847, -13.197102], [-23.606207, -4.679450, -13.597483], [-23.326732, -7.046991, -11.751366], [-20.477543, -6.897536, -11.084271], [-21.350148, -0.611805, -17.844745], [-20.378188, -1.258616, -17.076501], [-19.198749, -1.849120, -17.856557], [-19.674541, -1.590200, -19.300772], [-21.095385, -0.855544, -19.317025], [-22.155898, -0.018978, -17.554968], [-20.674178, -1.220315, -15.864877], [-18.290878, -2.549468, -17.493207], [-19.036121, -1.954066, -20.161697], [-21.834970, -0.441998, -19.974927]],
  "forces_ev_per_a": [[-1.195, -1.310, -0.358], [1.240, 0.824, -0.023], [0.285, 0.551, 0.403], [-0.143, -0.151, -0.204], [-0.247, 0.418, -0.052], [2.854, 0.068, -0.266], [-6.322, 0.489, -0.926], [0.311, 4.084, 3.077], [6.602, 0.137, 1.512], [-3.108, -4.051, -2.715], [-2.457, -1.249, -1.794], [2.206, -1.327, -0.173], [1.706, 1.246, 1.490], [-2.386, 0.482, -0.463], [0.334, -0.261, -0.078], [8.096, 4.966, 1.802], [3.282, 2.727, 1.713], [-2.596, -0.096, -1.388], [-7.491, -3.932, 0.237], [0.719, 3.463, 3.557], [-6.818, -4.694, -2.594], [1.679, -1.050, -2.352], [-0.793, -2.691, -0.616], [3.911, 0.932, -1.127], [-0.046, 0.375, 0.775], [-2.906, -0.765, 2.126], [-0.872, -6.426, 1.672], [0.582, 2.904, -0.509], [-1.141, 2.832, -0.342], [0.388, -8.914, -2.505], [0.925, 2.602, -0.478], [0.751, 0.001, -1.215], [-0.023, 2.098, 0.051], [2.236, 1.608, -1.400], [-0.473, 3.172, 2.563], [0.666, 1.395, -0.798], [-1.883, 2.591, 1.134], [1.438, -7.704, 5.539], [5.832, -4.230, -2.225], [-4.009, 2.980, 0.824], [0.953, -0.258, -0.904], [-1.992, 0.063, 0.930], [-0.355, 2.635, -1.921], [-0.107, 0.625, -0.441], [-0.008, 2.075, -1.739], [-0.249, 2.958, 1.510], [-2.803, 3.760, -1.569], [5.427, -6.146, 6.442], [1.672, -3.071, -1.896], [-5.629, 0.129, -6.365], [-0.674, 0.897, 0.240], [0.810, 1.668, 1.335], [-2.884, 1.911, -3.262], [1.270, -2.264, -0.680], [2.990, 0.068, 4.126], [3.615, -4.655, -2.443], [-3.365, 3.415, 1.572], [-2.416, -2.708, -1.872], [1.895, -2.345, -2.449], [2.903, 4.220, 4.296], [-1.560, 3.897, 2.319], [-0.232, 0.000, -0.298], [-0.734, -1.600, -0.533], [0.521, -0.085, -0.276], [-0.470, -0.426, -0.273], [2.322, 3.204, 4.087], [-0.127, 1.899, -7.249], [-3.017, -7.469, 5.120], [-0.225, -0.230, 3.715], [1.992, 4.696, -7.365], [-1.053, -0.600, -0.611], [0.324, -0.032, 1.408], [0.813, 1.570, -0.655], [0.562, 1.351, 1.561], [-2.207, -4.209, 0.421], [0.630, -0.215, -1.909], [-3.064, 2.826, 1.073], [0.379, -1.086, -3.411], [3.576, -4.519, -3.729], [0.018, 1.593, 5.302], [-0.695, 1.498, 2.304], [-0.839, 0.789, -0.804], [-0.504, 0.623, -1.420], [-0.960, 1.246, 0.529], [1.484, -2.689, 1.993], [-1.956, -8.445, 7.321], [-7.652, -5.701, 3.479], [-1.362, 0.560, -1.204], [1.759, 5.571, -2.979], [9.246, -2.496, 2.321], [-0.273, 6.583, -5.414], [5.487, 2.502, -1.417], [-1.177, 1.804, -1.859], [-0.595, -1.279, 1.037], [-3.438, 0.922, -1.358], [0.063, -0.696, -0.594], [-3.540, -3.806, 0.787], [1.371, -0.601, 2.128], [3.228, 0.018, -0.440], [-3.373, 2.777, -1.532], [-1.423, 0.438, -0.116], [-0.429, -0.633, -0.015], [2.538, 0.042, 1.312], [1.943, 2.802, -1.368], [-0.524, -0.252, 0.025], [2.772, -2.164, -3.572], [0.811, 0.493, 1.683], [-4.357, 1.520, -1.027], [-2.336, 1.094, 1.947], [5.106, -1.683, 4.995], [1.223, -1.131, -0.093], [1.323, -0.105, -3.605], [-2.585, 2.107, -0.885], [-1.354, 0.686, 0.901], [0.381, -0.026, -0.542]],
  "spin_multiplicity": 1,
  "orbital_gap_ev": 7.39,
  "homo_energy_ev": -5.175,
  "lumo_ev": 2.2,
  "total_charge": -1,
  "e_tot_ev": -63625.4595,
  "relative_energy_ev": 5.3271,
  "largest_force_ev_per_a": 11.35
}